No. 1
ORCA calculation (ωB97M-V/def2-TZVPD) on 11 unconnected molecules or ions with the total composition C25H72O11.

Each line ends with the Mulliken spin population.
Atoms and positions in Å:
C: -2.98137 -1.73038 -1.46246  -0.949
C: -3.85475 -2.97942 -1.48767  -0.143
C: -4.66195 -3.06144 -2.78560  0.213
O: -3.05633 -4.13730 -1.41735  -1.012
H: -2.37289 -1.62725 -2.36091  0.363
H: -2.26117 -1.77888 -0.64572  0.218
H: -3.50379 -0.77590 -1.52683  0.156
H: -4.48408 -2.98482 -0.59771  0.103
H: -5.28585 -2.17591 -2.90675  0.066
H: -5.34198 -3.91288 -2.75920  -0.105
H: -4.07181 -3.26547 -3.67903  0.090
H: -2.37728 -4.17761 -2.09475  0.655
C: 2.62554 2.21496 4.01634  -0.004
C: 3.66447 3.34438 3.96890  0.000
C: 3.61237 4.16502 5.23368  0.000
O: 4.96397 2.85426 3.95317  -0.002
H: 3.01286 1.43090 4.66699  0.001
H: 2.56185 1.73794 3.03833  0.004
H: 1.63533 2.51866 4.35595  0.000
H: 3.45763 3.91141 3.06127  0.002
H: 4.27527 5.02417 5.13110  0.000
H: 3.90307 3.62114 6.13245  0.000
H: 2.63642 4.59229 5.46402  0.000
H: 5.03591 2.14383 4.59482  0.000
C: 0.37313 -0.77779 4.17697  -0.005
C: -0.72304 -0.63282 5.25538  0.007
C: -0.20231 0.04165 6.57428  0.000
O: -1.84743 0.05879 4.75655  0.004
H: 0.05230 -1.37341 3.32233  0.003
H: 1.24932 -1.23233 4.63933  -0.001
H: 0.65318 0.20215 3.79046  0.003
H: -1.00856 -1.64353 5.54701  0.003
H: -1.03597 -0.02428 7.27340  0.000
H: -0.00109 1.10776 6.46933  0.000
H: 0.70403 -0.41338 6.97376  -0.001
H: -2.08451 -0.28292 3.89132  0.005
C: 1.31279 -5.23514 -0.68367  0.533
C: 0.22586 -4.11999 -0.43268  -0.466
C: 0.52604 -3.27374 0.80373  0.356
O: 0.15798 -3.26898 -1.57245  -0.445
H: 1.50010 -5.88274 0.17285  -0.024
H: 2.21644 -4.67792 -0.93068  0.054
H: 1.10148 -5.85626 -1.55410  -0.148
H: -0.71298 -4.65406 -0.28625  -0.236
H: -0.18679 -2.48737 1.05194  0.055
H: 1.54609 -2.88980 0.79035  0.060
H: 0.57562 -3.96888 1.64184  -0.042
H: -0.34867 -3.74027 -2.23788  0.949
C: 1.07208 4.00333 -3.12380  -0.005
C: 2.29219 3.71102 -2.20209  0.025
C: 2.75094 4.88246 -1.42890  0.002
O: 1.78021 2.74778 -1.31543  -0.048
H: 0.91735 3.21049 -3.85562  0.017
H: 1.24637 4.84772 -3.79069  -0.008
H: 0.12720 4.09801 -2.58870  0.003
H: 3.16043 3.30355 -2.72000  -0.013
H: 2.02143 5.31759 -0.74583  0.002
H: 3.01674 5.59910 -2.20600  -0.001
H: 3.64485 4.68179 -0.83835  0.000
H: 2.54017 2.22436 -1.05066  0.016
C: -1.29359 0.80122 -3.71559  0.162
C: -1.05287 0.10587 -5.04924  -0.062
C: -1.75529 -1.22492 -5.17474  0.323
O: -1.64525 0.89257 -6.02605  -0.077
H: -0.86668 1.80381 -3.68948  -0.004
H: -0.85858 0.19474 -2.92121  -0.046
H: -2.37661 0.90366 -3.64721  -0.009
H: 0.00072 -0.06941 -5.26679  0.000
H: -1.25671 -1.99330 -4.58389  -0.129
H: -1.79357 -1.55333 -6.21339  -0.036
H: -2.78359 -1.22702 -4.81321  0.243
H: -2.57822 0.66728 -6.04647  0.006
C: 3.65165 -2.94266 -3.35488  0.101
C: 3.14544 -1.61013 -2.73075  -0.167
C: 1.93528 -0.93998 -3.42229  -0.213
O: 2.82335 -1.96238 -1.43963  0.019
H: 4.46463 -3.33438 -2.74357  0.032
H: 4.00497 -2.76035 -4.36978  -0.043
H: 2.84980 -3.68006 -3.39198  0.023
H: 3.98061 -0.90973 -2.73755  -0.029
H: 1.11562 -1.62372 -3.64309  0.243
H: 2.24830 -0.36166 -4.29158  -0.077
H: 1.58888 -0.13336 -2.77616  0.061
H: 1.97333 -2.40154 -1.36076  0.177
C: -0.05897 0.46746 0.34595  0.079
O: -0.43609 1.66253 -0.24513  0.010
H: 0.73693 0.51144 1.08939  0.010
H: -0.95896 0.09567 0.83573  -0.016
H: 0.15327 -0.35377 -0.33862  -0.016
H: 0.27591 2.08459 -0.73147  0.001
C: -3.02882 -2.60482 2.59351  0.135
O: -2.56503 -1.26594 2.29646  0.067
H: -4.06336 -2.53185 2.92892  0.010
H: -2.98716 -3.29205 1.74848  -0.043
H: -2.37147 -2.96709 3.38393  -0.022
H: -3.03777 -0.77397 1.62112  -0.008
C: 0.67512 4.42733 1.78605  0.003
O: 0.31909 5.68187 2.40479  -0.001
H: 0.67999 3.63468 2.53423  0.000
H: -0.12643 4.11851 1.11505  -0.001
H: 1.66638 4.49003 1.33708  0.000
H: 0.30236 6.45235 1.83236  0.000
C: -4.12609 1.06501 0.58637  0.011
O: -4.79808 -0.15213 0.83565  -0.118
H: -4.45271 1.95917 1.11732  0.006
H: -3.07543 0.92318 0.83951  0.018
H: -4.29216 1.28643 -0.46790  0.011
H: -5.69698 -0.11328 0.50089  0.055

Output
net charge	-1
<S²>	0.750
lowest unoccupied orbital energy (alpha / beta)	0.0764 / 0.0756	hartree
spin multiplicity	2

***

No. 2
ORCA calculation (ωB97M-V/def2-TZVPD) on 2 unconnected molecules or ions with the total composition C4H7ClOS2.

Each line ends with the natural charge from an NBO analysis.
Atoms and positions in Å:
C: -1.24023 0.21448 1.36731  -0.433
C: 0.24342 -0.01693 1.31102  -0.264
C: -1.75046 0.74046 -0.05284  -0.530
C: 0.78970 0.68067 0.35409  -0.355
O: 1.89509 -0.31098 -2.42272  -0.837
S: -0.31216 1.53019 -0.81778  0.202
S: 2.76496 -1.31829 -1.54284  0.527
Cl: 1.70772 -3.01047 -1.39059  -0.199
H: -1.81962 -0.82033 1.40801  0.220
H: -1.55787 0.84154 2.26452  0.230
H: 0.84495 -0.68416 1.90831  0.240
H: 1.15316 -0.11462 -1.81067  0.499
H: -2.11753 -0.06866 -0.70471  0.217
H: -2.56439 1.48304 -0.04497  0.234
H: 1.96328 0.85405 0.17385  0.250

Output
SMILES string	C1=CSCC1.OSCl
lowest unoccupied orbital energy	0.0204	hartree

***

No. 3
ORCA calculation (ωB97M-V/def2-TZVPD) on 2 unconnected molecules or ions with the total composition CH2NO3S.

Each line ends with the natural charge from an NBO analysis.
Atoms and positions in Å:
C: 1.11628 -0.30509 1.39356  0.646
N: -1.85928 0.06034 -0.82567  -1.076
O: 1.07609 -0.69772 0.21168  -0.772
O: 0.64944 0.70471 1.89739  -0.746
O: 0.03907 0.88313 -2.23608  -0.955
S: -0.52911 0.81195 -0.88556  1.555
H: 1.69029 -1.01844 2.08972  -0.006
H: -2.18278 -0.43888 -1.64504  0.354

Output
net charge	-1
lowest unoccupied orbital energy	0.1436	hartree

***

No. 4
ORCA calculation (ωB97M-V/def2-TZVPD) on 2 unconnected molecules or ions with the total composition C3H6NO2.

Each line ends with the Mulliken spin population.
Atoms and positions in Å:
C: 2.11918 1.85640 -0.77813  0.518
C: 1.37468 0.79342 -0.26606  0.007
N: 0.60224 -0.10587 -0.95163  0.451
H: 2.23719 1.96570 -1.86001  0.023
H: 2.82185 2.37997 -0.16332  0.024
H: 1.33664 0.71604 0.84682  0.009
H: 0.46674 -0.04913 -1.97098  -0.020
H: -0.13928 -0.57649 -0.39246  -0.030
O: -0.83302 -0.15129 1.45874  0.006
C: -1.69761 -0.90145 0.89143  0.001
O: -1.55399 -1.48166 -0.24522  0.010
H: -2.62018 -1.12157 1.40977  0.001

Output
<S²>	0.779
lowest unoccupied orbital energy (alpha / beta)	0.0130 / -0.1260	hartree
spin multiplicity	2

***

No. 5
ORCA calculation (ωB97M-V/def2-TZVPD) on 5 unconnected molecules or ions with the total composition C28H30N4O10.

Each line ends with the Löwdin charge.
Atoms and positions in Å:
C: 3.38141 8.37985 -4.02346  -0.065
C: 3.46479 8.90343 -2.75081  -0.084
C: 2.43185 9.62134 -2.16949  -0.009
C: 1.28107 9.86742 -2.93688  -0.106
C: 1.25493 9.40723 -4.28374  -0.019
C: 2.24132 8.61644 -4.81363  -0.068
N: 0.19726 10.75235 -2.39939  -0.325
O: 0.46377 11.55753 -1.49561  0.063
O: -0.87433 10.77961 -3.01065  0.060
H: 4.04819 7.58329 -4.31894  0.105
H: 4.25801 8.67694 -2.05372  0.108
H: 2.59298 10.05920 -1.19547  0.117
H: 0.35284 9.48566 -4.87236  0.113
H: 2.04545 8.21313 -5.79617  0.109
C: -7.63512 1.44954 -0.42697  -0.065
C: -7.77971 0.61680 0.66922  -0.076
C: -7.25963 1.08905 1.85674  -0.031
C: -6.55995 2.28541 1.99873  -0.104
C: -6.35809 3.10321 0.82904  -0.005
C: -6.92578 2.70137 -0.38519  -0.052
N: -6.15725 2.75330 3.37193  -0.381
O: -5.87541 3.92674 3.50777  0.072
O: -5.94471 1.92113 4.17348  0.110
H: -8.16133 1.11187 -1.30759  0.098
H: -8.24705 -0.35646 0.64163  0.112
H: -7.50618 0.56944 2.77086  0.116
H: -5.93217 4.08471 0.97623  0.107
H: -6.86849 3.49565 -1.11473  0.100
C: -0.83564 3.32936 -0.30209  -0.069
C: -1.32265 2.02934 -0.27288  -0.067
C: -0.94925 1.16143 0.74438  -0.017
C: -0.12069 1.63966 1.71533  -0.113
C: 0.45551 2.98029 1.63588  -0.002
C: 0.12146 3.79533 0.60245  -0.083
N: 0.12241 0.82423 2.93639  -0.316
O: -0.24492 -0.37504 2.97435  0.049
O: 0.61688 1.39073 3.91947  0.059
H: -1.19640 4.01784 -1.05192  0.103
H: -1.97504 1.69948 -1.06785  0.107
H: -1.50383 0.23855 0.82879  0.125
H: 0.88449 3.49919 2.48035  0.114
H: 0.63395 4.74286 0.67953  0.111
C: 2.68301 -1.57758 -5.51762  -0.082
C: 1.42105 -1.16510 -5.24974  -0.091
C: 0.59448 -1.84012 -4.35104  -0.023
C: 1.08852 -2.88535 -3.62325  -0.114
C: 2.41343 -3.37316 -3.87231  0.012
C: 3.25208 -2.66736 -4.78736  -0.038
N: 0.21059 -3.61178 -2.59099  -0.333
O: -0.96403 -3.28363 -2.59135  0.061
O: 0.68827 -4.38362 -1.76495  0.070
H: 3.25360 -1.15510 -6.33146  0.105
H: 0.95738 -0.43771 -5.89959  0.109
H: -0.41771 -1.48062 -4.23867  0.118
H: 2.63413 -4.36861 -3.51624  0.108
H: 4.19813 -3.07243 -5.11495  0.098
C: 2.16211 -7.57005 4.45198  -0.074
O: 2.94258 -8.77953 4.72161  -0.222
C: 3.28793 -9.49008 3.50618  -0.179
C: 4.21940 -10.70239 3.77461  -0.163
O: 3.81070 -11.79723 4.64100  -0.199
C: 3.77137 -11.56701 6.02753  -0.124
H: 2.11378 -7.06093 5.41457  0.091
H: 1.23494 -7.87671 3.96782  0.082
H: 2.62902 -6.97012 3.67085  0.075
H: 3.78615 -8.71338 2.92598  0.112
H: 2.41107 -9.75104 2.91362  0.118
H: 5.19299 -10.44187 4.18978  0.114
H: 4.59631 -11.14016 2.85028  0.117
H: 4.05596 -12.51931 6.47499  0.088
H: 2.77496 -11.22051 6.30177  0.080
H: 4.38263 -10.72564 6.35397  0.083

Output
SMILES string	O=[N+]([O-])c1ccccc1.O=[N+]([O-])c1ccccc1.O=[N+]([O-])c1ccccc1.O=[N+]([O-])c1ccccc1.COCCOC
lowest unoccupied orbital energy	-0.0295	hartree

***

No. 6
ORCA calculation (ωB97M-V/def2-TZVPD) on a molecular structure, C17H27N2S5SiTeTl.

Each line ends with the natural charge from an NBO analysis.
Atoms and positions in Å:
Tl: -1.28852 -0.55994 -0.09268  0.383
C: 3.25294 -0.43286 0.29950  -0.553
C: 3.21203 0.72065 -0.69817  -0.559
S: 1.55571 1.03078 -1.39059  0.306
C: 1.49330 2.82757 -1.23168  -0.565
C: 1.52233 3.40571 0.18705  -0.550
S: 0.30192 2.66549 1.30553  0.247
C: 1.31266 2.12682 2.71022  -0.540
C: 2.52058 1.23524 2.43391  -0.557
S: 2.08780 -0.35485 1.68106  0.258
H: 2.95795 -1.35810 -0.19819  0.270
H: 4.27112 -0.55130 0.68283  0.193
H: 3.58315 1.64114 -0.24590  0.189
H: 3.88584 0.47436 -1.52296  0.212
H: 2.31007 3.27415 -1.80718  0.197
H: 0.55614 3.08456 -1.73076  0.263
H: 2.50864 3.28954 0.63697  0.197
H: 1.32649 4.47898 0.12550  0.210
H: 1.63858 3.00069 3.28236  0.194
H: 0.59514 1.57668 3.32439  0.235
H: 3.24023 1.73988 1.79101  0.203
H: 3.02277 1.05236 3.38811  0.205
S: -3.27399 -1.67883 -1.86375  -0.347
C: -3.11268 -0.72524 -3.30346  -0.295
C: -3.72825 -1.29260 -4.48649  0.313
N: -4.22173 -1.77346 -5.41150  -0.423
C: -2.49801 0.48714 -3.42741  -0.315
S: -1.72244 1.39002 -2.15098  -0.395
C: -2.49692 1.13530 -4.71755  0.313
N: -2.48127 1.68990 -5.72968  -0.431
C: -3.17199 -0.18888 3.22329  -0.885
Te: -1.73503 -1.74930 3.04169  0.496
C: -2.30581 -2.45614 5.01656  -0.938
H: -4.17406 -0.61283 3.22152  0.207
H: -3.04786 0.46835 2.36691  0.250
H: -2.99204 0.35290 4.15064  0.198
H: -2.14596 -1.67073 5.75498  0.197
H: -1.69137 -3.31891 5.27119  0.208
H: -3.35441 -2.75123 5.01192  0.200
C: 1.10643 -5.67087 -2.83703  -1.105
Si: 2.06126 -4.54537 -1.68744  1.632
C: 2.50295 -5.53714 -0.15257  -1.101
C: 3.68547 -4.10757 -2.52704  -1.102
C: 1.12878 -3.08449 -1.25938  -0.865
C: 0.41201 -2.12407 -0.97423  -0.271
H: 1.68903 -6.55690 -3.10722  0.207
H: 0.82892 -5.14175 -3.75084  0.241
H: 0.17891 -5.99399 -2.35949  0.238
H: 3.04176 -6.45599 -0.40402  0.208
H: 1.59784 -5.80497 0.39703  0.234
H: 3.12794 -4.94167 0.51780  0.227
H: 4.22523 -5.00729 -2.83786  0.209
H: 4.32649 -3.54166 -1.84548  0.223
H: 3.51142 -3.48707 -3.40879  0.235

Output
net charge	-2
lowest unoccupied orbital energy	0.1339	hartree